Below is one molecule with the formula C14H15F6N3O3, with properties calculated with ωB97M-V/def2-TZVPD.

Geometry as XYZ:
```
41
Properties=species:S:1:pos:R:3:forces:R:3:nbo_charge:R:1
N -0.166 2.202 2.580 2.043 -4.897 -3.404 -0.29
C 0.226 1.263 1.929 -0.678 2.516 1.585 0.25
C 0.748 -0.021 1.139 -0.927 -0.502 0.090 -0.30
C 0.915 -1.252 2.188 -0.458 -0.048 -0.013 -0.40
C 0.187 -2.611 1.705 0.161 -0.343 1.165 -0.43
C -1.069 -2.945 2.682 0.523 -1.010 -0.149 -0.40
C -2.083 -3.921 1.891 -0.362 0.884 0.409 -0.42
C -3.186 -3.004 1.142 -0.510 -0.951 -0.012 -0.22
N -2.965 -2.929 -0.363 -0.543 -0.419 0.780 -0.85
C 2.135 0.192 0.344 0.241 -0.675 -0.183 -0.36
C 2.377 -0.972 -0.763 0.703 -2.950 -1.864 0.26
N 2.618 -1.913 -1.497 -1.468 5.542 4.224 -0.28
C 2.365 1.663 -0.253 4.618 1.234 0.673 0.52
O 3.513 2.189 -0.069 -5.536 -2.166 -0.951 -0.43
C 1.299 2.548 -1.065 -1.742 0.747 1.350 0.57
F -0.041 1.994 -1.067 3.224 1.098 0.129 -0.32
F 1.177 3.796 -0.333 0.526 -2.979 -2.225 -0.30
C 1.682 2.775 -2.620 0.304 -0.967 -1.700 0.60
F 0.952 1.758 -3.355 1.904 2.402 1.740 -0.31
F 3.063 2.603 -2.920 -3.339 0.307 1.066 -0.29
C 1.220 4.190 -3.230 1.154 0.529 -2.194 0.58
F 2.134 5.232 -2.839 -2.780 -2.921 -0.701 -0.29
F 1.373 4.077 -4.673 -0.394 0.173 3.358 -0.32
C -0.306 4.598 -2.941 -2.524 4.367 3.320 0.69
O -0.488 5.623 -2.199 1.225 -4.500 -3.509 -0.52
O -1.456 3.921 -3.421 2.678 1.515 0.141 -0.66
H -0.070 -0.362 0.386 1.274 1.028 1.308 0.29
H 2.021 -1.498 2.361 -1.552 0.704 -0.122 0.22
H 0.417 -0.897 3.171 1.089 -0.759 -1.523 0.24
H -0.123 -2.627 0.602 0.386 0.326 1.569 0.23
H 0.942 -3.484 1.856 -1.292 1.475 -0.448 0.22
H -0.654 -3.503 3.612 -0.630 1.020 -1.508 0.21
H -1.592 -1.995 3.079 0.751 -1.485 -0.838 0.21
H -1.474 -4.550 1.142 -1.009 0.890 1.091 0.21
H -2.638 -4.640 2.608 1.035 1.193 -1.133 0.22
H -4.225 -3.489 1.297 1.565 0.900 0.156 0.18
H -3.181 -1.953 1.620 -0.075 -1.663 -0.963 0.19
H -2.550 -3.824 -0.675 -0.451 0.729 0.266 0.35
H -3.906 -2.875 -0.808 1.147 -0.011 0.351 0.36
H 2.981 0.026 1.124 -1.282 0.573 -1.590 0.29
H -2.173 4.615 -3.365 1.004 -0.909 0.257 0.52
```
Positions in Å, forces in eV/Å.

LUMO level (eV): -1.32
SMILES: N#C[C@H](CCCCCN)[C@@H](C#N)C(=O)C(F)(F)C(F)(F)C(F)(F)C(=O)O
E_HOMO (hartree): -0.35484
Charge: 0
Multiplicity: 1
Electronic energy (eV): -41672.3572


Below is C37H40MnN7O3PS2Si as an isolated structure, with properties calculated with ωB97M-V/def2-TZVPD.

Geometry as XYZ:
```
92
Properties=species:S:1:pos:R:3:forces:R:3:mulliken_spin:R:1
Mn -0.600 -0.473 0.644 0.328 -1.462 -0.205 2.06
C 2.250 -1.193 3.822 0.147 0.110 0.016 0.21
C 1.138 -1.320 3.039 -0.115 0.074 -0.016 -0.04
N 0.946 -0.588 1.932 0.468 0.315 -0.003 0.18
C 1.973 0.294 1.589 -0.110 -0.149 -0.057 0.22
C 3.101 0.387 2.425 0.018 -0.034 0.084 -0.02
N 3.265 -0.310 3.520 -0.084 -0.068 0.003 0.11
C 1.746 1.073 0.419 -0.176 -0.152 -0.132 -0.03
C 2.500 2.167 -0.040 0.094 -0.038 0.120 0.23
C 2.052 2.893 -1.140 0.101 0.142 -0.076 -0.07
C 0.865 2.540 -1.771 -0.065 -0.050 -0.188 0.30
C 0.105 1.467 -1.263 0.127 -0.183 0.192 -0.02
N 0.593 0.734 -0.227 0.538 1.170 -0.152 0.13
C -1.208 1.078 -1.634 -0.103 -0.120 0.128 0.16
C -1.953 1.606 -2.706 -0.007 -0.035 0.004 0.00
N -3.176 1.255 -2.997 -0.093 -0.110 0.056 0.12
C -3.732 0.299 -2.171 0.056 0.121 -0.144 0.19
C -3.052 -0.251 -1.125 0.047 -0.056 0.068 -0.04
N -1.789 0.101 -0.816 -0.059 0.536 -0.519 0.14
C 2.810 4.097 -1.590 -0.103 -0.215 0.083 -0.08
C 2.223 5.088 -2.369 -0.100 0.187 -0.091 0.01
C 2.954 6.208 -2.734 0.044 -0.033 0.053 0.00
N 4.222 6.421 -2.382 -0.049 -0.119 0.015 0.00
C 4.789 5.465 -1.646 -0.054 0.002 -0.018 0.00
C 4.140 4.309 -1.239 0.203 -0.004 0.000 0.01
H 2.367 -1.787 4.717 0.007 -0.008 -0.007 0.02
H 0.346 -2.011 3.295 -0.043 -0.019 0.023 0.02
H 3.896 1.083 2.168 -0.039 -0.023 -0.022 0.00
H 3.370 2.481 0.519 -0.045 -0.016 -0.032 0.02
H 0.500 3.087 -2.628 0.013 -0.014 0.036 0.01
H -1.492 2.354 -3.348 -0.006 -0.022 0.039 0.00
H -4.745 -0.011 -2.391 0.016 0.027 0.004 0.02
H -3.513 -0.996 -0.489 0.040 0.000 0.003 0.03
H 1.190 5.011 -2.680 0.018 0.029 0.021 0.00
H 2.493 6.982 -3.338 -0.014 -0.004 0.003 0.00
H 5.824 5.631 -1.365 -0.024 -0.021 -0.006 0.00
H 4.686 3.570 -0.668 -0.011 0.036 -0.003 0.00
C 3.159 -0.678 -4.697 -0.008 -0.114 0.085 0.00
C 2.146 -1.725 -5.132 0.047 -0.044 0.188 0.00
O 2.174 -2.917 -4.340 0.138 0.035 -0.184 0.00
P 2.202 -2.834 -2.689 -0.198 0.089 0.095 0.00
S 0.238 -2.246 -0.437 0.028 -0.118 -0.144 0.01
S 0.328 -1.801 -2.466 -0.033 -0.031 0.004 0.00
O 1.833 -4.376 -2.369 0.085 0.007 -0.149 0.00
C 0.722 -5.081 -2.936 0.001 0.008 0.095 0.00
C 0.575 -6.388 -2.191 -0.010 -0.021 0.037 0.00
H 3.136 0.169 -5.384 0.001 -0.019 -0.001 0.00
H 4.165 -1.103 -4.686 -0.016 0.045 -0.023 0.00
H 2.930 -0.309 -3.694 0.007 0.033 -0.048 0.00
H 2.352 -2.053 -6.150 -0.021 -0.013 -0.064 0.00
H 1.136 -1.308 -5.104 -0.039 0.020 -0.002 0.00
H 0.905 -5.243 -3.999 0.037 0.005 -0.030 0.00
H -0.176 -4.471 -2.830 -0.032 0.045 -0.017 0.00
H 1.501 -6.965 -2.236 -0.050 0.025 -0.010 0.00
H -0.227 -6.978 -2.642 0.020 0.004 0.062 0.00
H 0.333 -6.201 -1.142 0.019 -0.017 -0.091 0.00
C -0.667 -4.171 1.983 0.228 0.056 -0.004 0.01
Si -2.211 -3.193 1.550 0.056 -0.114 0.030 -0.01
C -3.418 -3.937 2.807 -0.105 0.134 0.148 0.00
C -2.886 -3.753 -0.107 -0.057 -0.008 -0.214 0.02
N -1.954 -1.468 1.636 -0.792 0.657 0.634 0.04
C -2.779 -0.553 2.303 0.069 -0.266 0.007 -0.03
C -4.051 -0.824 2.844 0.082 -0.134 -0.129 0.01
C -4.780 0.098 3.581 0.027 0.024 0.007 -0.01
C -4.286 1.372 3.803 -0.059 -0.060 0.028 0.01
C -3.077 1.718 3.215 0.085 0.091 -0.062 -0.01
C -2.378 0.792 2.473 0.299 0.056 -0.204 -0.02
O -1.202 1.151 1.765 -0.937 0.001 0.763 0.07
C -0.588 2.369 2.056 0.006 -0.268 -0.099 0.03
C -0.808 3.432 1.208 -0.009 0.167 -0.122 -0.01
C -0.123 4.620 1.435 0.014 -0.037 0.033 0.02
C 0.753 4.724 2.508 -0.007 -0.061 -0.017 -0.01
C 0.944 3.640 3.359 -0.012 0.049 -0.007 0.00
C 0.268 2.449 3.136 0.094 0.031 0.166 -0.05
H -0.834 -5.204 1.653 0.046 0.075 0.032 0.00
H -0.515 -4.193 3.069 -0.036 0.004 -0.073 0.00
H 0.251 -3.815 1.510 -0.076 -0.117 0.125 0.00
H -3.198 -5.011 2.848 -0.016 0.091 -0.008 0.00
H -4.472 -3.830 2.533 0.081 -0.034 0.034 0.00
H -3.283 -3.529 3.814 -0.017 -0.062 -0.072 0.00
H -2.614 -4.803 -0.276 -0.065 0.101 0.011 0.00
H -2.473 -3.167 -0.929 -0.008 -0.070 0.015 -0.01
H -3.980 -3.680 -0.139 0.088 0.006 0.010 0.00
H -4.482 -1.796 2.665 -0.004 -0.028 0.052 0.00
H -5.745 -0.193 3.981 0.037 0.003 -0.018 0.00
H -4.831 2.095 4.398 0.017 -0.032 -0.055 0.00
H -2.683 2.718 3.328 0.023 0.025 -0.021 0.00
H -1.490 3.314 0.375 0.051 -0.009 0.004 0.01
H -0.267 5.456 0.761 0.006 -0.004 0.026 0.00
H 1.297 5.646 2.676 -0.021 -0.031 -0.005 0.00
H 1.633 3.714 4.193 -0.025 0.001 -0.041 0.00
H 0.416 1.584 3.773 -0.003 0.028 -0.055 0.01
```
Positions in Å, forces in eV/Å.

LUMO level (alpha / beta) (eV): 2.31 / 1.98
E_HOMO (alpha / beta) (hartree): -0.10155 / -0.18161
Charge: -1
Multiplicity: 5
Electronic energy (eV): -125754.0223


Below is C32H52O4SbSi3Sn as an isolated structure, with properties calculated with ωB97M-V/def2-TZVPD.

Geometry as XYZ:
```
93
Properties=species:S:1:pos:R:3:forces:R:3:lowdin_charge:R:1
Sn 0.795 2.497 0.521 -0.347 -0.122 -0.336 1.46
C 1.764 4.387 1.674 0.053 0.145 -0.028 -0.26
C 1.221 3.604 2.731 -0.023 0.217 0.146 -0.24
C -0.177 3.846 2.769 -0.074 0.314 -0.095 -0.19
C -0.500 4.734 1.733 0.079 0.002 0.375 -0.20
C 0.685 5.054 1.034 0.084 0.140 0.172 -0.21
H 2.814 4.538 1.470 -0.031 -0.150 -0.091 0.12
H 1.797 3.088 3.483 -0.001 -0.132 -0.114 0.11
H -0.863 3.457 3.510 0.040 -0.065 -0.100 0.10
H -1.472 5.167 1.545 -0.005 -0.162 -0.105 0.10
H 0.780 5.785 0.245 0.003 -0.127 -0.054 0.11
O 1.040 1.064 -2.005 0.126 0.033 -0.018 -0.10
C 2.444 0.944 -2.332 -0.070 0.059 -0.158 -0.31
C 3.199 1.081 -0.987 -0.050 -0.028 0.237 -0.59
O 4.192 0.421 -0.785 -0.086 0.227 0.014 0.12
O 2.696 1.947 -0.142 0.360 -0.136 0.016 -0.23
C 2.869 2.074 -3.270 0.017 -0.047 0.056 -0.16
C 4.039 2.796 -3.062 -0.001 0.036 0.030 -0.01
C 4.411 3.805 -3.944 -0.011 -0.018 0.003 -0.06
C 3.619 4.101 -5.045 -0.038 -0.020 0.013 -0.08
C 2.457 3.374 -5.269 0.015 -0.014 0.043 -0.07
C 2.092 2.364 -4.389 0.001 0.041 -0.068 -0.04
C 2.716 -0.441 -2.909 0.040 0.012 -0.097 -0.13
C 3.541 -0.645 -4.006 0.040 -0.042 -0.012 0.00
C 3.837 -1.936 -4.436 -0.044 0.031 0.018 -0.06
C 3.312 -3.033 -3.772 0.031 0.047 0.013 -0.08
C 2.478 -2.833 -2.675 -0.037 0.009 -0.061 -0.07
C 2.181 -1.548 -2.255 -0.177 0.025 -0.011 -0.04
H 0.580 1.350 -2.802 0.017 -0.005 -0.052 0.08
H 4.672 2.570 -2.210 -0.039 0.027 -0.073 0.12
H 5.325 4.361 -3.769 -0.077 -0.051 -0.001 0.11
H 3.906 4.891 -5.729 -0.004 -0.061 0.041 0.11
H 1.840 3.582 -6.136 0.040 -0.007 0.059 0.11
H 1.201 1.782 -4.615 0.030 -0.005 0.004 0.12
H 3.974 0.200 -4.527 -0.008 -0.032 0.040 0.12
H 4.489 -2.080 -5.290 -0.036 0.010 0.051 0.11
H 3.559 -4.036 -4.096 -0.032 0.035 0.006 0.10
H 2.070 -3.688 -2.146 0.017 0.016 -0.014 0.09
H 1.546 -1.387 -1.389 0.059 -0.043 -0.407 0.08
C -3.085 0.465 4.138 -0.054 0.409 0.110 -0.21
Si -2.948 -1.292 3.618 -0.151 -0.158 -0.440 0.38
C -2.190 -2.363 4.903 0.374 -0.245 0.238 -0.21
C -4.548 -2.054 3.077 -0.330 -0.125 -0.084 -0.21
Sb -1.745 -1.103 1.295 0.528 0.221 0.071 1.30
Si -3.045 0.752 -0.001 -0.219 -0.222 -0.014 0.37
C -4.731 -0.034 -0.082 -0.276 -0.168 0.035 -0.22
C -2.364 0.975 -1.697 0.381 -0.019 -0.325 -0.20
C -3.128 2.373 0.865 0.041 0.271 0.366 -0.20
Si -1.663 -3.162 -0.326 -0.353 0.124 0.287 0.38
C -3.328 -3.899 0.028 -0.331 -0.156 0.059 -0.22
C -1.583 -2.448 -2.022 0.151 0.149 -0.381 -0.20
C -0.364 -4.396 0.080 0.406 -0.173 0.129 -0.20
H -3.410 0.521 5.182 0.020 0.022 -0.064 0.05
H -3.817 0.997 3.526 0.045 0.005 0.071 0.03
H -2.122 0.977 4.053 -0.047 0.029 0.054 0.03
H -3.003 -2.671 5.571 0.087 0.020 -0.038 0.05
H -1.446 -1.832 5.501 -0.032 -0.072 -0.017 0.04
H -1.728 -3.264 4.495 -0.050 0.016 0.073 0.04
H -5.257 -2.052 3.915 0.088 -0.001 -0.119 0.05
H -4.394 -3.096 2.777 -0.062 0.121 0.049 0.03
H -5.015 -1.524 2.243 0.001 -0.083 0.100 0.01
H -4.695 -1.112 -0.268 -0.063 0.129 -0.037 0.01
H -5.292 0.420 -0.907 0.051 -0.031 0.100 0.05
H -5.301 0.135 0.837 0.037 -0.014 -0.110 0.03
H -2.555 0.121 -2.348 -0.016 0.099 0.018 0.03
H -1.283 1.152 -1.663 -0.171 -0.004 -0.028 0.00
H -2.845 1.859 -2.131 0.037 -0.068 0.026 0.06
H -3.031 2.313 1.951 -0.049 0.049 -0.097 0.02
H -4.095 2.834 0.629 0.099 -0.036 0.022 0.06
H -2.333 3.025 0.507 -0.010 0.062 0.015 0.00
H -4.138 -3.165 -0.011 0.065 -0.128 -0.004 0.01
H -3.352 -4.382 1.010 -0.010 0.027 -0.120 0.04
H -3.545 -4.666 -0.727 0.018 0.079 0.107 0.05
H -2.596 -2.278 -2.400 0.087 0.026 -0.001 0.04
H -1.079 -3.147 -2.698 -0.058 0.028 0.020 0.05
H -1.029 -1.507 -2.062 0.040 -0.090 -0.043 0.01
H -0.371 -4.653 1.142 0.018 -0.047 -0.083 0.04
H 0.643 -4.074 -0.190 -0.065 -0.096 0.007 0.01
H -0.592 -5.304 -0.489 0.018 0.061 0.052 0.06
C 1.987 -1.613 0.982 -0.044 0.094 0.062 -0.02
C 1.188 -1.014 2.125 0.018 -0.062 -0.098 -0.66
C 0.755 -2.103 3.095 -0.210 0.058 -0.053 -0.06
C 2.025 0.010 2.877 -0.066 0.145 -0.044 -0.03
O 0.038 -0.284 1.558 0.165 -0.354 0.305 -0.54
H 2.846 -2.167 1.367 -0.021 0.004 -0.031 0.12
H 2.367 -0.840 0.313 -0.028 -0.113 0.276 0.06
H 1.365 -2.300 0.404 0.062 0.028 0.118 0.05
H 1.636 -2.598 3.505 -0.029 -0.002 -0.020 0.11
H 0.147 -2.872 2.601 0.050 0.052 0.058 0.05
H 0.192 -1.676 3.926 0.012 -0.029 -0.010 0.06
H 2.832 -0.493 3.416 -0.052 0.043 -0.057 0.10
H 1.405 0.550 3.594 0.027 -0.017 0.027 0.09
H 2.485 0.723 2.189 0.010 -0.022 0.018 0.06
```
Positions in Å, forces in eV/Å.

LUMO level (eV): -2.77
E_HOMO (hartree): -0.40331
Charge: +1
Multiplicity: 1
Electronic energy (eV): -78217.0243
ΔE to the lowest compared entry with this formula, charge and spin (kcal/mol): 25.5


Below is an isolated ion of composition C7H7N3O and charge +2, with properties calculated with ωB97M-V/def2-TZVPD.

Geometry as XYZ:
```
18
Properties=species:S:1:pos:R:3:forces:R:3:nbo_charge:R:1
C 2.721 -2.021 0.758 -1.805 1.029 0.222 0.48
C -0.094 0.046 1.664 4.504 -1.505 2.553 -0.02
C 0.861 -0.463 0.836 -0.241 -0.406 -0.411 0.25
C 0.927 -0.354 -0.611 1.805 0.029 -3.522 0.51
C -2.241 1.134 1.292 4.578 -0.762 -1.005 0.77
C -3.498 1.595 1.189 -4.296 1.699 0.352 -0.82
C 1.828 -0.334 -2.962 -1.777 1.088 -4.546 -0.49
N -1.169 0.674 1.258 -3.916 1.871 -0.426 -0.29
N 3.282 -2.901 0.291 0.525 -0.263 -0.351 -0.22
N 1.378 -0.345 -1.698 -3.750 -0.392 6.715 -0.08
O 1.951 -1.106 1.339 0.486 0.164 1.020 -0.41
H 0.143 0.082 2.818 -0.626 -0.434 -2.332 0.33
H -3.808 2.595 1.658 1.071 -1.013 -0.713 0.37
H -4.004 1.483 0.187 0.764 -0.032 0.835 0.36
H -3.947 0.885 1.893 -0.915 -0.308 0.048 0.35
H 1.253 0.590 -3.552 2.047 -2.119 1.484 0.32
H 2.880 -0.297 -2.811 1.216 0.497 -0.886 0.30
H 1.536 -1.262 -3.549 0.332 0.857 0.963 0.31
```
Positions in Å, forces in eV/Å.

LUMO level (eV): -10.04
SMILES: CC#[N+]/C=C(\C#[N+]C)OC#N
E_HOMO (hartree): -0.66704
Charge: +2
Multiplicity: 1
Electronic energy (eV): -13866.1480
ΔE to the lowest compared entry with this formula, charge and spin (kcal/mol): 53.7